DFT (the ωB97M-V functional and the def2-TZVPD basis) results for a structure of composition C27H23N6O5Ta at a distorted geometry.

Computed properties:
charge	+2
electronic energy	-1804.0617	Ha
lowest unoccupied orbital energy	-7.0211	eV
orbital gap	5.213	eV
energy relative to the best compared isomer or geometry (same formula, charge and spin)	86.6	kJ/mol

Each line ends with the Mulliken charge.
CARTESIAN COORDINATES (ANGSTROEM)
Ta -1.47317 -2.10511 -1.04829  1.86
C 4.65123 5.18204 1.05056  -0.83
O 4.68703 4.86100 2.43422  -0.41
C 3.66378 4.22220 2.98740  0.84
C 3.77926 3.94108 4.35762  -0.67
C 2.78105 3.27500 5.01696  -0.31
C 1.65622 2.80755 4.31636  0.02
C 1.50820 3.15667 2.96194  -0.22
C 2.49347 3.85192 2.30332  -0.45
N 0.75768 2.04281 5.04325  -0.48
N -0.04355 1.22778 4.54975  -0.32
C 0.02778 0.47781 3.41543  0.02
C 1.17806 -0.26596 3.09534  -0.68
C 1.24980 -1.03054 1.94338  -0.64
C 0.15264 -1.09695 1.09622  0.76
O 0.10006 -1.71020 -0.11013  -0.41
C -1.05586 -0.52391 1.48143  0.76
N -2.12376 -0.79622 0.65437  -0.53
C -3.30986 -0.26525 0.98989  -0.03
C -3.48780 0.53332 2.10358  -1.24
C -2.41408 0.81049 2.94104  -0.21
C -1.16217 0.27410 2.64347  0.10
H 5.59029 5.68224 0.83848  0.25
H 3.82381 5.85609 0.82134  0.34
H 4.57748 4.28100 0.43752  0.35
H 4.67239 4.27264 4.86953  0.45
H 2.86108 3.05533 6.07345  0.46
H 0.58371 2.93180 2.44702  0.42
H 2.35346 4.12447 1.26649  0.40
H 2.02986 -0.21088 3.75856  0.48
H 2.15563 -1.56301 1.68179  0.52
H -4.15076 -0.52691 0.35900  0.66
H -4.47148 0.92056 2.32493  0.43
H -2.54459 1.41895 3.82726  0.59
O -0.48338 -2.71624 -2.45504  -0.47
C 0.27936 -2.21880 -3.46354  0.55
C 1.50701 -2.77073 -3.78838  -0.67
C 2.27464 -2.19947 -4.78829  -0.56
C 1.81983 -1.07736 -5.46949  -0.79
C 0.58968 -0.53332 -5.15521  -0.92
C -0.19835 -1.09204 -4.14844  0.45
C -1.49142 -0.52945 -3.78116  0.77
N -2.07794 -0.58308 -2.57098  -0.12
C -3.28117 0.09550 -2.66845  -0.14
C -3.41628 0.56365 -3.92965  -0.76
N -2.28986 0.16175 -4.60548  -0.06
H 1.85056 -3.63883 -3.24092  0.46
H 3.23720 -2.62810 -5.03057  0.45
H 2.43346 -0.62084 -6.23312  0.43
H 0.25341 0.35915 -5.66874  0.44
H -3.94513 0.20357 -1.83034  0.37
H -4.20968 1.12052 -4.39540  0.43
H -2.11493 0.31535 -5.58664  0.23
N -1.32351 -4.30320 0.06050  -0.66
C -2.54195 -5.05393 -0.34337  -0.41
C -3.42295 -4.17070 -1.23191  0.45
O -4.18824 -4.59494 -2.03173  -0.49
O -3.17625 -2.86140 -1.01611  -0.56
H -0.48829 -4.79431 -0.24335  0.31
H -1.25680 -4.24720 1.07189  0.30
H -3.13135 -5.34868 0.52385  0.33
H -2.30454 -5.94875 -0.91243  0.37